13
Properties=species:S:1:pos:R:3:forces:R:3 method="wB97M-V/def2-TZVPD" lumo_ev=-0.72 multiplicity=1 de_lowest_kj_mol=255.3 homo_ev=-9.38
C 1.2880 -0.5645 -0.1103 0.575 0.424 0.146
H -0.1120 2.7189 0.8537 -0.075 -0.328 0.010
C -1.1322 -0.2720 -0.1238 0.774 -0.543 0.144
N -1.0949 0.9482 0.5004 0.609 0.685 -0.219
H -0.1740 -2.0921 -0.6806 -0.108 0.116 -0.081
O -2.3673 -0.7254 -0.3448 -0.183 -0.296 -0.223
H 1.9722 -1.9238 0.9156 0.158 -0.287 0.333
N 2.2831 -1.0498 0.5066 -0.673 0.039 -0.320
N 1.5389 0.6415 -0.8647 -0.164 0.033 -0.330
H -2.9733 -0.0456 -0.0374 -0.246 0.133 0.107
C -0.0526 -1.0618 -0.3664 -0.323 -0.098 0.100
C -0.0937 1.7480 0.3522 -0.570 0.194 0.249
N 0.9179 1.6784 -0.6004 0.225 -0.070 0.083